one.
Below is a single C4H7NO molecule, with properties calculated with ωB97M-V with the def2-TZVPD basis set.

Geometry as XYZ:
```
13
Properties=species:S:1:pos:R:3:lowdin_charge:R:1
C 1.894 0.183 0.267 -0.1097
O 1.127 -0.224 -0.843 -0.1908
C -0.180 0.285 -0.806 -0.2316
C -1.116 -0.671 -0.027 -0.1438
C -2.208 0.008 0.676 -0.2276
N -3.061 0.535 1.252 0.1361
H 2.037 1.274 0.260 0.0928
H 1.426 -0.100 1.224 0.0891
H 2.863 -0.314 0.182 0.0928
H -0.202 1.286 -0.351 0.1232
H -0.508 0.374 -1.846 0.1285
H -0.525 -1.220 0.716 0.1190
H -1.548 -1.416 -0.704 0.1220
```

Values from the calculation:
**Frontier orbital gap**: 0.4138 Eh
**SMILES**: COCCC#N
**E_HOMO**: -0.3844 Ha
**2S+1**: 1
**E_LUMO**: 0.80 eV

two.
Below is 2 unconnected molecules or ions with the total composition C4H7NO, with properties calculated with ωB97M-V with the def2-TZVPD basis set.

Geometry as XYZ:
```
13
Properties=species:S:1:pos:R:3:lowdin_charge:R:1
C -0.108 -0.786 0.458 -0.1315
C 0.835 -0.244 1.034 0.0908
C 1.345 2.209 1.109 0.0437
C -1.098 -1.359 -1.630 0.0244
N -1.181 -0.954 -0.207 -0.3132
O -2.371 -0.898 0.264 -0.0259
H 1.734 -0.565 1.486 0.0382
H 0.368 2.159 0.686 -0.0310
H 1.631 2.165 2.138 -0.0206
H 2.256 2.463 0.387 0.0491
H -1.982 -0.833 -1.952 0.0888
H -0.189 -0.918 -1.949 0.0790
H -1.239 -2.439 -1.825 0.1081
```

Values from the calculation:
**Frontier orbital gap (spin up / spin down)**: 0.2753 / 0.3168 Eh
**E_HOMO (spin up / spin down)**: -0.2990 / -0.3147 Ha
**2S+1**: 1
**E_LUMO (spin up / spin down)**: -0.64 / 0.06 eV

The most stable of them is one.

one.
Below is 2 unconnected molecules or ions with the total composition C4H7NO, with properties calculated with ωB97M-V with the def2-TZVPD basis set.

Geometry as XYZ:
```
13
Properties=species:S:1:pos:R:3:lowdin_charge:R:1
N 2.342 0.858 0.099 0.1284
C 1.502 -0.032 -0.185 -0.2855
O 0.227 0.312 -0.534 -0.1575
C -0.696 -0.709 -0.691 -0.2501
C -1.037 -1.524 0.294 0.0506
C -1.259 1.925 -1.135 0.1697
H 3.243 0.425 0.295 0.0545
H 1.652 -1.118 -0.211 0.1384
H -1.141 -0.688 -1.680 0.1143
H -1.796 -2.279 0.127 0.0651
H -0.601 -1.436 1.286 0.0754
H -0.558 2.679 -0.725 -0.0542
H -1.872 1.670 -0.239 -0.0492
```

Values from the calculation:
**Frontier orbital gap**: 0.3327 Eh
**E_HOMO**: -0.3312 Ha
**2S+1**: 1
**E_LUMO**: 0.04 eV

two.
Below is a single C4H7NO molecule, with properties calculated with ωB97M-V with the def2-TZVPD basis set.

Geometry as XYZ:
```
13
Properties=species:S:1:pos:R:3:lowdin_charge:R:1
O 0.945 0.222 1.174 -0.0059
C 1.089 0.213 -0.298 -0.1614
C 0.062 -0.782 -0.823 -0.2205
C -1.242 -0.576 -0.096 -0.2047
C -1.620 0.698 0.333 -0.4020
N -1.700 1.753 0.850 0.0719
H 1.256 1.083 1.513 0.1568
H 2.118 -0.058 -0.532 0.1255
H 0.863 1.228 -0.635 0.1274
H 0.407 -1.803 -0.614 0.1135
H 0.068 -0.664 -1.917 0.1129
H -0.245 0.045 1.214 0.1989
H -2.000 -1.359 -0.168 0.0878
```

Values from the calculation:
**Frontier orbital gap**: 0.2816 Eh
**E_HOMO**: -0.2717 Ha
**2S+1**: 1
**E_LUMO**: 0.27 eV

The most stable of them is two.

one.
Below is a single C4H7NO molecule, with properties calculated with ωB97M-V with the def2-TZVPD basis set.

Geometry as XYZ:
```
13
Properties=species:S:1:pos:R:3:lowdin_charge:R:1
C 1.179 0.780 -0.892 -0.0151
C 0.137 -0.059 -0.030 -0.4174
C -1.632 -0.199 0.068 0.0312
O -0.078 0.769 1.121 -0.1143
C 0.771 -1.358 0.316 -0.1776
N 1.138 -2.396 0.681 0.1590
H 0.689 1.630 -1.368 0.0729
H 1.941 1.201 -0.202 0.0947
H 1.740 0.232 -1.662 0.0792
H -2.215 0.130 0.994 0.0977
H -1.798 -1.256 -0.032 0.0443
H -1.985 0.432 -0.731 0.0535
H -0.057 0.212 1.895 0.0920
```

Values from the calculation:
**Frontier orbital gap**: 0.3756 Eh
**SMILES**: CC(C)(O)C#N
**E_HOMO**: -0.3483 Ha
**2S+1**: 1
**E_LUMO**: 0.74 eV

two.
Below is a single C4H7NO molecule, with properties calculated with ωB97M-V with the def2-TZVPD basis set.

Geometry as XYZ:
```
13
Properties=species:S:1:pos:R:3:lowdin_charge:R:1
N -0.610 -1.183 1.004 0.0532
C -0.233 0.122 0.734 -0.3765
C 1.203 -0.091 0.105 -0.0141
C 1.022 0.083 -1.200 -0.1523
O -0.248 0.464 -1.592 -0.0922
C -0.874 0.925 -0.399 -0.1654
H -0.120 -1.677 1.661 0.0486
H -0.867 -1.760 0.237 0.0890
H -0.351 0.824 1.613 0.1491
H 2.041 -0.472 0.602 0.0812
H 1.712 -0.219 -1.902 0.0913
H -2.017 0.928 -0.511 0.1450
H -0.658 2.056 -0.353 0.1432
```

Values from the calculation:
**Frontier orbital gap**: 0.3432 Eh
**SMILES**: N[C@H]1C=COC1
**E_HOMO**: -0.3040 Ha
**2S+1**: 1
**E_LUMO**: 1.07 eV

The most stable of them is two.

one.
Below is a molecular structure, C4H7NO, with properties calculated with ωB97M-V with the def2-TZVPD basis set.

Geometry as XYZ:
```
13
Properties=species:S:1:pos:R:3:lowdin_charge:R:1
C -0.699 -1.909 -0.422 0.0021
C -0.113 -0.720 0.520 -0.5575
O -0.177 -0.771 1.719 0.0618
C 0.203 0.177 -0.449 0.0739
C 0.181 2.063 0.045 -0.1471
N 1.421 1.668 0.403 0.0441
H 0.034 -2.671 -0.403 0.0656
H -0.941 -1.712 -1.440 0.0610
H -1.576 -2.229 0.066 0.0653
H 0.826 0.017 -1.296 0.0858
H -0.649 2.114 0.753 0.1001
H 0.078 2.621 -0.871 0.0822
H 1.412 1.352 1.376 0.0628
```

Values from the calculation:
**Frontier orbital gap**: 0.3532 Eh
**E_HOMO**: -0.3421 Ha
**2S+1**: 1
**E_LUMO**: 0.30 eV

two.
Below is a single C4H7NO molecule, with properties calculated with ωB97M-V with the def2-TZVPD basis set.

Geometry as XYZ:
```
13
Properties=species:S:1:pos:R:3:lowdin_charge:R:1
O -2.696 -0.768 1.352 0.0486
C -1.520 -0.606 1.137 -0.2412
C -1.000 0.306 0.046 -0.1805
N 0.392 0.662 0.237 -0.1280
C 1.183 0.691 -0.979 -0.1480
C 1.363 -0.399 0.010 -0.1537
H -0.745 -1.156 1.715 0.1262
H -1.611 1.214 0.034 0.1314
H -1.174 -0.211 -0.917 0.1284
H 1.900 1.501 -1.077 0.1022
H 0.664 0.422 -1.900 0.1032
H 0.998 -1.389 -0.268 0.1079
H 2.213 -0.401 0.688 0.1034
```

Values from the calculation:
**Frontier orbital gap**: 0.3946 Eh
**SMILES**: O=CCN1CC1
**E_HOMO**: -0.3564 Ha
**2S+1**: 1
**E_LUMO**: 1.04 eV

The most stable of them is two.